C3H7NO in the gas phase, computed with ωB97M-V/def2-TZVPD.

Output
SMILES: CCC(N)=O
LUMO level: 0.89 eV
Orbital gap: 10.7 eV
E_HOMO: -9.8 eV
Relative energy (zero: lowest compared OMol25 entry of this formula, charge and spin): 17.80 kJ/mol
Strongest force on any atom: 1.11 eV/A

```
12
Properties=species:S:1:pos:R:3:forces:R:3
C -0.5861 1.7241 0.6092 -0.22 -0.73 0.36
C -0.4971 0.2143 0.9205 0.49 0.99 -0.14
C 0.2197 -0.6131 -0.1259 -0.37 0.28 -0.67
N 0.3437 -0.0707 -1.3892 -0.13 -0.18 0.41
O 0.6151 -1.7372 0.0807 -0.04 -0.27 0.30
H -1.3850 1.9172 -0.1005 0.13 0.25 -0.29
H 0.3854 2.0630 0.2684 0.03 0.29 -0.28
H -0.8147 2.2816 1.5157 -0.08 -0.02 0.03
H 0.0749 0.1295 1.8317 0.05 -0.44 0.38
H -1.4851 -0.2143 1.0734 0.01 -0.14 0.05
H 0.0692 0.8656 -1.6366 -0.16 -0.26 0.09
H 0.4334 -0.7749 -2.1008 0.30 0.23 -0.24
```
Forces are in eV/Å.


C14H18EuIN3 as an isolated structure, computed with ωB97M-V/def2-TZVPD.

Output
Multiplicity: 8
LUMO level (spin up / spin down): -0.90 / -3.15 eV
Orbital gap (spin up / spin down): 3.9 / 5.5 eV
E_HOMO (spin up / spin down): -4.8 / -8.7 eV
Strongest force on any atom: 3.18 eV/A

```
37
Properties=species:S:1:pos:R:3:forces:R:3
C 5.3781 0.7933 -1.9956 0.16 0.04 -0.07
C 5.5114 -0.7065 -1.7701 0.42 -0.09 -0.05
H 5.1697 1.0156 -3.0409 -0.19 0.01 -0.07
H 6.3271 1.2815 -1.7778 0.03 0.08 0.08
H 4.6141 1.2741 -1.3849 0.02 -0.11 0.03
H 4.5666 -1.2469 -1.8082 -0.10 0.04 0.03
H 6.1628 -1.1334 -2.5373 -0.09 -0.05 -0.01
H 6.0010 -0.9291 -0.8188 -0.24 0.03 0.05
Eu 0.7200 0.5537 -0.5347 -1.19 -0.92 1.22
C 2.2277 -0.7103 0.7427 -0.62 0.78 -0.59
H 2.4170 -1.6248 0.1626 0.22 0.06 0.38
H 1.7535 -0.9246 1.7109 0.36 -0.10 -0.16
H 3.1027 -0.0482 0.8263 0.04 -0.52 0.20
I 2.2951 3.1905 -0.5942 -0.60 -0.53 -0.07
C -4.3383 3.7329 1.2399 0.03 -0.49 0.31
C -4.5699 2.5682 1.9920 0.46 0.03 -0.27
C -3.6735 1.5066 1.9140 -0.34 0.04 -0.03
C -2.5196 1.6119 1.1035 0.50 -0.71 -0.85
C -2.2437 2.8223 0.4195 -0.17 0.11 0.09
C -3.1740 3.8513 0.4647 0.06 0.04 0.01
N -1.6872 0.5152 0.8390 0.41 2.77 0.17
N -2.2525 -0.6179 1.2143 0.18 -3.16 -0.33
C -1.8105 -1.7244 0.5253 -0.84 0.99 0.91
C -2.3872 -3.0120 0.7255 -0.38 1.93 0.95
C -1.8656 -4.0877 0.0075 1.49 -1.71 -1.74
C -0.7792 -3.8673 -0.8566 -1.22 -0.96 0.92
C -0.2526 -2.5809 -0.9885 0.48 -0.01 -0.53
N -0.7843 -1.5216 -0.3424 1.14 1.92 -0.77
H -5.0623 4.5423 1.2796 0.19 -0.08 -0.06
H -5.4456 2.4775 2.6343 0.19 0.09 -0.23
H -3.8478 0.5725 2.4451 0.07 0.32 -0.10
H -1.3199 2.9107 -0.1715 -0.46 0.07 0.23
H -3.0261 4.7671 -0.1093 0.12 -0.29 0.17
H -3.2133 -3.1055 1.4244 0.18 0.04 -0.15
H -2.2864 -5.0919 0.1022 0.16 0.43 -0.02
H -0.3295 -4.6826 -1.4267 -0.21 0.18 0.23
H 0.6217 -2.3713 -1.6160 -0.26 -0.26 0.12
```
Forces are in eV/Å.


C30H32ClMnN3SSi2 as an isolated structure, computed with ωB97M-V/def2-TZVPD.

Output
Multiplicity: 5
LUMO level (spin up / spin down): -2.67 / -2.68 eV
Orbital gap (spin up / spin down): 6.1 / 8.0 eV
E_HOMO (spin up / spin down): -8.7 / -10.6 eV
Charge: +1
Relative energy (zero: lowest compared OMol25 entry of this formula, charge and spin): 115.56 kJ/mol
Strongest force on any atom: 4.41 eV/A

```
70
Properties=species:S:1:pos:R:3:forces:R:3
C -2.2444 -1.0937 4.9567 -0.38 -1.71 -0.75
C -2.7208 -0.4403 3.7527 0.26 -0.13 0.10
C -2.0901 -1.0753 2.6245 -0.21 -0.62 0.60
H -3.4340 0.3884 3.7149 0.27 -0.51 0.03
C -1.1945 -2.0908 3.1233 -0.52 0.37 0.08
C -1.3063 -2.1086 4.5619 -2.09 -0.17 -0.28
H -0.8458 -2.8474 5.2142 0.00 0.33 -0.13
H -2.5818 -0.9070 5.9673 0.15 0.16 -0.14
H -2.3144 -0.8916 1.5758 0.21 0.14 0.50
H -0.5775 -2.7588 2.5120 -0.29 0.40 0.31
Mn -0.6407 -0.1857 3.9427 2.06 0.79 0.29
Si -1.0626 -0.6643 -2.2783 1.63 0.43 -1.81
C -0.4057 0.9555 -3.0615 -0.45 0.03 0.10
C 0.8828 1.1363 -3.5925 0.16 0.35 0.05
H 1.6522 0.3692 -3.4684 -0.26 0.08 -0.08
C 1.2216 2.3066 -4.2884 -0.07 -0.18 0.11
H 2.2335 2.4430 -4.6731 -0.25 -0.14 0.08
C 0.2698 3.3046 -4.5041 -0.20 -0.17 0.27
H 0.5238 4.2139 -5.0560 -0.07 -0.35 0.19
C -1.0159 3.1294 -3.9880 0.03 0.08 -0.04
H -1.7664 3.9101 -4.1263 0.18 -0.25 -0.01
C -1.3457 1.9697 -3.2826 0.09 0.24 -0.01
H -2.3619 1.8508 -2.8969 0.26 0.10 -0.13
C -0.2645 -1.8979 -3.5184 -0.37 -0.06 0.10
C -0.9325 -2.0987 -4.7406 0.21 -0.17 -0.13
H -1.8960 -1.6153 -4.9062 0.10 -0.21 0.00
C -0.3686 -2.8670 -5.7703 0.01 0.15 0.14
H -0.9109 -3.0076 -6.7081 0.12 0.09 0.32
C 0.8967 -3.4437 -5.6155 -0.23 0.21 0.37
H 1.3413 -4.0390 -6.4159 -0.16 0.20 0.26
C 1.5812 -3.2358 -4.4163 -0.19 0.17 0.02
H 2.5754 -3.6656 -4.2787 -0.28 0.14 0.00
C 1.0053 -2.4671 -3.3917 0.36 -0.27 -0.13
H 1.5845 -2.3015 -2.4856 -0.15 -0.12 -0.25
H -2.5268 -0.6653 -2.4784 -0.03 -0.05 0.33
Si 2.0414 0.7915 -0.1720 -3.97 -0.63 1.81
C 0.9847 -0.8392 -0.3130 0.91 -0.11 0.11
C -0.5224 -0.9202 -0.4328 0.06 1.07 -0.86
H -1.0617 -0.1258 0.0951 0.16 -0.02 -0.16
C -1.1631 -2.2185 -0.2711 0.26 -1.54 0.95
H -2.2475 -2.2432 -0.1357 0.27 -0.13 -0.53
C -0.4078 -3.3679 -0.1630 -1.26 0.16 -0.19
H -0.8611 -4.3675 -0.2367 0.06 0.59 0.36
C 0.9653 -3.2629 0.0395 1.00 -0.61 -0.09
H 1.5454 -4.1651 0.2318 -0.11 0.21 -0.14
C 1.6321 -2.0344 -0.0392 0.02 0.53 -0.28
H 2.7205 -2.0520 0.0528 -0.21 0.07 0.15
C 0.7417 2.1955 -0.1634 1.00 0.28 0.06
C -0.4127 2.1442 0.6341 -0.15 -0.09 -0.15
H -0.5515 1.3457 1.3750 0.07 0.20 -0.38
C -1.4155 3.1060 0.5066 0.09 -0.03 0.13
H -2.3402 2.9889 1.0711 0.21 0.09 -0.05
C -1.2347 4.2110 -0.3254 0.32 -0.18 -0.13
H -2.0212 4.9604 -0.4494 0.30 -0.27 0.10
C -0.0168 4.3467 -0.9938 -0.03 0.14 0.01
H 0.1680 5.2253 -1.6060 -0.04 -0.11 0.09
C 0.9648 3.3589 -0.9087 -0.37 -0.13 -0.07
H 1.9055 3.4785 -1.4462 -0.28 0.02 -0.03
H 3.3604 1.0425 -0.6241 0.83 0.00 -0.85
Cl 2.3757 0.6187 1.9352 0.33 0.02 0.40
N 1.1085 -0.8498 5.0149 1.02 -0.05 0.13
N 1.7214 0.1467 5.8394 0.78 -1.19 0.17
C 1.0292 1.2457 6.1477 -0.12 0.95 0.09
N 1.5706 2.0833 7.0605 0.26 -0.67 -0.32
S -0.4504 1.5909 5.3570 0.29 0.66 0.43
H 1.7395 -1.0973 4.2423 0.10 0.34 0.24
H 0.9978 -1.7191 5.5701 -0.19 0.89 -0.41
H 2.5448 -0.1411 6.3914 -0.72 0.30 -0.54
H 1.1075 2.9465 7.2917 -0.13 -0.04 -0.18
H 2.5215 1.9676 7.4201 -0.68 -0.05 -0.26
```
Forces are in eV/Å.


A 3-piece molecular cluster, C25H49BF5N3O11P overall, computed with ωB97M-V/def2-TZVPD.

Output
LUMO level: -3.47 eV
Orbital gap: 8.4 eV
E_HOMO: -11.9 eV
Charge: +1
Strongest force on any atom: 0.96 eV/A

```
95
Properties=species:S:1:pos:R:3:forces:R:3
C -4.5631 0.5209 1.3144 -0.04 -0.04 -0.27
C -3.5769 1.5667 0.7721 -0.02 -0.26 -0.11
C -3.2782 1.3696 -0.6965 0.02 -0.11 0.07
O -2.6313 0.0878 -0.8556 -0.12 0.04 0.04
C -2.5107 -0.3681 -2.1437 0.07 0.09 0.08
N -1.0641 -0.3809 -2.5209 -0.16 -0.06 -0.36
C -0.5515 0.7775 -3.2252 -0.16 0.01 0.26
O -1.0554 0.6797 -4.5503 0.15 -0.05 -0.18
C -0.9020 1.7747 -5.3581 -0.04 0.05 0.03
F -2.0353 2.4735 -5.4196 0.05 -0.07 0.01
F 0.0537 2.5880 -4.8958 0.08 0.04 0.02
F -0.5764 1.3715 -6.5718 -0.10 -0.02 0.07
C -0.3044 -1.3897 -2.1882 0.16 0.35 -0.22
N -0.8270 -2.4062 -1.3373 0.04 0.19 0.50
F -1.1107 -3.3916 -2.3420 -0.04 -0.02 -0.05
C 0.3661 -2.8877 -0.6230 0.07 -0.31 0.02
C 0.3457 -2.3902 0.8216 -0.19 0.10 0.06
C 0.0779 -0.9078 1.0722 0.35 0.05 -0.03
F -1.2058 -0.7298 1.5333 -0.19 0.02 0.02
C 1.6070 -2.5635 -1.5537 -0.12 0.32 0.02
C 2.0731 -3.8464 -2.2690 0.02 -0.15 0.03
C 3.0186 -4.7672 -1.4948 -0.02 -0.19 -0.11
C 2.4244 -5.4379 -0.2688 0.25 -0.18 0.07
O 1.2693 -6.1471 -0.6680 -0.26 0.36 -0.10
C 0.3551 -6.4304 0.3724 0.10 -0.17 0.05
B 2.7355 -1.7556 -0.7259 0.26 -0.01 -0.11
C 3.1469 -0.2579 -0.9683 0.01 0.15 0.59
O 3.3430 -2.4411 0.2756 -0.12 0.04 0.09
N 0.9658 -1.5833 -2.5405 -0.18 -0.94 -0.11
C 1.2281 -1.6420 -3.9964 0.13 0.35 0.03
P 2.7585 -0.9720 -4.6763 -0.12 -0.03 0.11
O 2.8288 -1.2179 -6.1054 0.08 0.03 -0.26
O 2.6695 0.5622 -4.2319 0.13 0.00 0.16
O 3.9321 -1.6024 -3.7940 0.18 0.27 -0.01
H -5.5071 0.9797 1.5951 0.01 0.00 0.10
H -4.7755 -0.2365 0.5558 0.04 -0.03 0.03
H -4.1597 0.0088 2.1831 -0.05 0.04 0.06
H -3.9805 2.5724 0.8879 0.10 0.03 0.11
H -2.6347 1.5067 1.3168 -0.01 0.16 0.04
H -2.6073 2.1518 -1.0712 -0.09 0.05 -0.05
H -4.2058 1.3607 -1.2784 0.04 0.09 -0.05
H -3.0035 0.2755 -2.8756 0.00 -0.04 -0.04
H -2.8790 -1.3868 -2.2438 0.00 -0.02 0.05
H 0.5352 0.7771 -3.2153 0.03 0.03 0.03
H -0.9314 1.6667 -2.7205 -0.05 0.01 -0.05
H 0.2472 -3.9697 -0.5774 0.09 -0.01 -0.14
H 1.2841 -2.6774 1.2872 0.00 -0.07 0.00
H -0.4460 -2.9287 1.3457 0.00 0.01 -0.02
H 0.2027 -0.2842 0.1778 -0.05 -0.02 -0.02
H 0.7529 -0.5187 1.8363 0.01 0.00 0.02
H 1.1960 -4.4398 -2.5389 -0.05 0.09 -0.04
H 2.5796 -3.6021 -3.1985 0.12 0.14 0.03
H 3.9486 -4.2688 -1.2249 -0.05 0.06 0.06
H 3.2923 -5.5634 -2.1920 0.00 -0.01 0.02
H 2.1847 -4.7236 0.5280 -0.04 0.07 -0.08
H 3.1735 -6.1247 0.1443 -0.05 -0.01 0.06
H -0.6297 -6.5587 -0.0749 0.02 -0.03 -0.01
H 0.6248 -7.3499 0.8997 0.02 0.04 0.04
H 0.3143 -5.6117 1.1017 -0.02 -0.01 -0.01
H 2.3370 0.4329 -1.2104 0.02 -0.07 -0.20
H 3.9221 -0.2129 -1.7348 -0.10 -0.01 -0.13
H 3.6305 0.1146 -0.0578 -0.02 0.10 -0.06
H 3.8906 -1.8913 0.8547 0.13 -0.07 -0.12
H 0.4746 -1.0474 -4.5161 -0.06 -0.11 0.00
H 1.1102 -2.6600 -4.3638 0.01 -0.07 0.08
H 3.4362 0.8913 -3.7457 -0.08 0.05 -0.05
H 4.7820 -1.5719 -4.2624 -0.08 -0.23 0.03
O -4.4674 2.4837 3.6103 0.05 0.13 0.05
C -5.1252 3.1523 4.3644 -0.07 -0.03 -0.06
O -6.3135 2.6685 4.7668 0.04 -0.03 0.04
C -7.1350 3.3235 5.7452 -0.06 0.04 0.04
C -7.9839 4.4204 5.1405 0.04 -0.01 -0.09
C -4.6743 4.5214 4.8152 0.05 -0.06 0.15
H -6.5247 3.6824 6.5744 0.02 0.01 -0.02
H -7.7665 2.5276 6.1350 0.01 -0.01 -0.02
H -7.3739 5.2229 4.7253 0.01 0.01 0.04
H -8.6371 4.8483 5.9010 -0.01 -0.01 0.01
H -8.6020 4.0173 4.3387 -0.02 0.00 0.02
H -4.9112 5.2326 4.0239 -0.01 0.01 -0.01
H -3.5948 4.4933 4.9381 0.01 0.00 -0.08
H -5.1254 4.8678 5.7398 -0.04 0.02 -0.02
O 4.8451 0.2914 2.7534 -0.15 -0.07 -0.09
C 4.7765 1.4526 2.4460 0.04 0.05 -0.02
O 5.3446 1.8300 1.2824 -0.09 -0.09 -0.10
C 5.1919 3.1431 0.7231 0.05 0.14 0.02
C 6.1591 4.1427 1.3193 0.04 -0.07 0.06
C 4.1128 2.4829 3.3259 -0.11 -0.05 -0.07
H 4.1547 3.4728 0.8059 0.00 -0.01 0.03
H 5.4029 3.0046 -0.3364 0.00 -0.02 0.01
H 5.9854 4.2881 2.3849 -0.03 0.02 -0.01
H 6.0533 5.1070 0.8224 0.00 0.00 -0.01
H 7.1836 3.7953 1.1898 0.00 0.01 -0.02
H 4.8260 2.7823 4.0937 0.00 0.01 0.01
H 3.2651 2.0101 3.8154 0.06 -0.04 0.06
H 3.7681 3.3701 2.8036 0.06 0.02 0.00
```
Forces are in eV/Å.


CH2ClNO3S in the gas phase, computed with ωB97M-V/def2-TZVPD.

Output
SMILES: NS(=O)(=O)C(=O)Cl
LUMO level: 0.31 eV
Orbital gap: 10.4 eV
E_HOMO: -10.0 eV
Relative energy (zero: lowest compared OMol25 entry of this formula, charge and spin): 161.00 kJ/mol
Strongest force on any atom: 3.99 eV/A

```
9
Properties=species:S:1:pos:R:3:forces:R:3
C -2.7242 0.7749 -0.0676 3.09 -2.40 0.07
N -0.0280 -0.3867 -0.1692 -0.26 -1.46 3.14
O -2.3232 1.8755 -0.0394 -0.21 0.42 -0.15
O -1.9498 -1.5562 1.1110 0.84 -0.46 -0.62
O -1.7332 -1.4976 -1.4412 -0.24 -0.94 -0.13
S -1.5512 -0.9648 -0.1329 -1.97 2.98 0.93
Cl -4.2124 0.0827 0.1389 -2.41 0.15 0.11
H 0.1569 0.3410 0.5068 0.04 0.08 0.12
H -0.0676 -0.0872 -1.0682 1.13 1.63 -3.46
```
Forces are in eV/Å.


C8H5CoN2O5 as an isolated structure, computed with ωB97M-V/def2-TZVPD.

Output
Multiplicity: 5
LUMO level (spin up / spin down): -8.85 / -12.23 eV
Orbital gap (spin up / spin down): 7.1 / 6.6 eV
E_HOMO (spin up / spin down): -16.0 / -18.8 eV
Charge: +2
Relative energy (zero: lowest compared OMol25 entry of this formula, charge and spin): 120.69 kJ/mol
Strongest force on any atom: 10.36 eV/A

```
21
Properties=species:S:1:pos:R:3:forces:R:3
O -0.8929 2.3139 -3.8966 -0.49 -3.78 3.26
C -0.9791 1.4850 -3.0734 0.28 6.07 -8.39
Co -0.9159 0.9291 -1.4601 -0.55 -0.25 2.22
C -0.5961 0.7910 0.5297 -0.56 -0.09 5.47
O -1.0781 1.4141 1.4410 1.29 -1.05 -2.38
C -0.7384 -1.0002 -1.7398 -0.28 -3.30 1.34
O -0.6929 -1.8321 -0.8810 -0.18 1.03 -2.28
C 0.8017 1.2634 -1.4691 7.19 0.74 -1.40
O 1.9264 1.3669 -1.7055 -3.29 -0.16 0.83
C -2.6482 1.3545 -1.1697 -8.37 0.87 0.01
O -3.8016 1.4783 -1.1777 4.77 -0.37 0.17
H -0.8662 -1.2136 -2.8457 0.17 -0.32 0.24
N 0.0414 -1.3047 1.6119 0.72 0.24 0.38
C 0.9532 -1.7309 2.5032 -0.87 1.14 -0.48
C 2.0172 -0.8388 2.4436 0.05 0.67 -0.35
C 1.7193 0.0961 1.4561 0.19 -0.83 0.42
N 0.5190 -0.2349 0.8747 0.39 -0.32 1.33
H -0.6991 -1.8337 1.2152 -0.83 -0.50 -0.09
H 0.7352 -2.5497 3.1837 0.17 -0.07 -0.39
H 2.8689 -0.8489 3.0956 0.33 0.00 -0.10
H 2.3262 0.8953 1.0639 -0.11 0.28 0.19
```
Forces are in eV/Å.


Number 1: energy -6762.5658 eV. Number 2: energy -46702.2780 eV. Number 3: energy -106525.8571 eV. Number 4: energy -77260.9977 eV. Number 5: energy -32057.8769 eV. Number 6: energy -59195.5296 eV.